Molecular formula: C24H53NO13
Method: DFT, the ωB97M-V functional and the def2-TZVPD basis

```
91
C24H53NO13 | the Open Molecules 2025 dataset | the ωB97M-V functional and the def2-TZVPD basis
H -6.33 0.81 2.67
C 0.90 5.32 -4.69
H 1.82 -2.26 4.10
C 2.78 -1.89 3.71
N -2.29 -5.38 1.82
O 3.23 7.47 -2.57
H -0.50 -4.65 2.57
O -4.12 -6.71 1.27
H -0.19 5.42 -4.54
H -5.26 -2.14 -0.70
H 1.55 -6.36 -0.12
H 0.97 4.20 -2.91
C 5.16 0.97 2.50
H 2.58 2.53 3.83
H 1.27 0.58 3.90
H 1.43 5.88 -2.68
H 1.36 -3.73 -0.53
C -0.36 -4.57 0.43
H 2.62 1.84 2.20
H 0.48 6.54 -7.13
H 3.48 -1.77 4.54
H 5.49 2.49 1.04
H -7.47 -1.07 -2.59
C 5.23 1.42 1.06
O 2.25 -5.95 1.78
H 2.76 0.28 4.82
C 3.03 7.88 -1.24
H -4.57 1.04 2.59
H 2.11 8.47 -1.22
H -4.64 -5.94 1.00
C -7.88 -2.87 0.12
H -3.58 -0.70 0.45
H 3.86 8.50 -0.87
O 4.36 1.79 3.34
H -0.39 -6.24 1.81
C -6.93 -2.95 1.29
O 1.40 6.51 -5.26
C -0.82 -5.25 1.71
O -5.60 -3.35 0.96
H 6.03 0.86 0.56
H -3.91 -1.55 1.98
O 2.86 4.56 -3.41
O 2.61 -0.69 3.00
H 2.64 2.05 -0.85
H 4.77 4.84 -3.92
H -0.63 -5.16 -0.45
H 4.31 2.21 -1.42
H -2.70 -4.50 1.51
C -7.89 -1.92 -2.05
H 1.98 5.58 -7.02
C 2.95 1.69 3.23
O -2.13 -7.15 0.34
C -4.80 -2.43 0.24
H 5.18 6.98 -3.02
H 1.45 -3.64 1.23
C 2.01 -5.52 0.42
H -5.25 -0.44 3.33
H -7.80 -3.78 -0.48
H -6.93 -2.03 1.87
H 1.07 4.47 -5.36
C 3.52 -6.20 2.13
H -7.41 -2.84 -2.42
H 2.06 7.35 -6.98
C 3.89 5.47 -3.78
H 2.98 -5.30 -0.05
C -4.36 -1.21 1.03
C 3.67 2.22 -0.53
H 3.63 -7.13 2.71
H 4.42 5.97 -1.77
H -0.90 -3.61 0.33
C 2.36 0.44 3.82
C -5.38 0.30 2.53
H 3.18 -2.63 3.02
H 4.86 -0.08 2.56
C 1.53 5.03 -3.35
C -2.79 -6.44 1.06
H 3.67 5.96 -4.73
H -3.89 -2.98 -0.01
H 6.17 1.05 2.91
H -8.96 -1.98 -2.25
H 2.90 7.02 -0.57
H -8.90 -2.81 0.52
O 4.01 1.20 0.38
O -7.62 -1.73 -0.68
C 4.24 6.49 -2.72
C 1.14 -4.27 0.40
H -7.29 -3.75 1.94
O -5.42 -0.31 1.26
O 4.45 -5.49 1.87
H 3.73 3.21 -0.06
C 1.48 6.48 -6.67
```

Calculated values
E_LUMO: 0.43 eV
ΔE to the lowest compared entry with this formula, charge and spin: 2.6 kcal per mole
Total charge: 0
F_max: 1.07 eV Å⁻¹
Frontier orbital gap: 9.55 eV

Molecular formula: C24H54BFO16
Method: DFT, the ωB97M-V functional and the def2-TZVPD basis

```
96
C24H54BFO16 | the Open Molecules 2025 dataset | the ωB97M-V functional and the def2-TZVPD basis
H 7.03 -1.63 3.20
H -0.57 -0.43 -11.49
O 1.31 -0.18 -10.63
H 8.80 -0.32 3.95
O -0.24 -1.84 -5.54
C 0.11 3.85 4.49
C -0.08 0.55 0.78
O 2.48 -1.96 -8.36
H -7.55 -2.85 2.93
C -1.14 0.61 1.67
H -6.40 -2.47 -8.16
C -1.00 1.22 2.92
H -6.26 -1.92 -5.39
O -7.51 -0.97 2.17
H 4.51 0.40 2.49
H 4.75 0.16 4.22
H -0.99 5.72 6.85
C 1.34 1.67 2.38
H 2.58 -1.55 -9.22
H -6.53 -2.68 1.49
C -0.14 -2.60 -2.71
H -7.78 -2.54 -7.04
C 0.48 2.40 4.63
H -4.55 -0.01 -6.82
O 6.80 -0.80 3.62
H 1.28 -1.02 -6.69
C -1.20 7.64 6.65
C 4.02 0.40 3.46
C 0.35 -0.72 -6.21
F -0.70 4.34 5.42
C -7.47 -2.38 1.96
H 3.08 -3.76 8.43
H 7.65 1.03 3.95
H -4.29 0.72 3.98
H -0.34 -0.33 -6.96
H 4.77 -1.86 9.67
C -2.42 -0.01 1.22
B 2.79 2.23 2.70
H 0.93 0.18 -9.82
H 8.12 0.27 2.41
C 0.39 0.07 -11.68
C 2.45 -0.51 7.23
H -1.16 -2.63 -3.11
C -3.45 0.66 3.32
H -1.05 8.51 7.28
C 1.14 1.09 1.12
H 2.63 0.61 5.65
O -2.24 1.89 4.85
H 2.95 3.39 1.15
H -7.44 -0.54 1.31
H 0.26 -1.59 -2.84
O -5.89 -2.29 -6.19
O 2.04 -0.10 5.93
H -0.42 -2.51 -6.20
H -2.24 7.60 6.33
H -0.09 1.92 5.41
O 3.40 3.20 1.99
H 2.38 0.33 7.94
H 3.43 -3.70 -9.01
C 4.06 -3.43 8.75
H -4.51 -0.36 1.82
H 4.71 -3.35 7.87
C -6.82 -2.06 -7.25
H 1.66 -3.68 -9.21
C 7.91 0.08 3.47
C -3.57 0.07 2.13
H 0.21 1.14 -11.81
H -3.39 0.24 -5.49
H -0.67 -2.36 -0.86
H 4.47 -4.16 9.44
O 3.90 -2.16 9.38
H 0.47 -3.30 -3.27
H 2.38 -3.85 -7.59
H 0.81 -0.33 -12.60
H 1.52 2.34 4.93
H -0.55 7.72 5.77
H -0.21 0.10 -0.19
O -0.12 -2.98 -1.34
O -0.86 6.49 7.41
O -2.51 -0.57 0.15
H 0.55 0.05 -5.47
H 1.97 1.06 0.42
O -2.59 -0.53 -7.23
C 0.26 1.74 3.28
C -3.53 0.30 -6.57
O 3.49 1.71 3.78
C -2.20 1.30 3.79
H -3.37 1.32 -6.90
H 3.24 -0.36 3.50
H -8.31 -2.70 1.33
O 0.48 4.53 3.60
H -2.74 -1.43 -6.93
H 3.48 -0.87 7.21
H 1.79 -1.31 7.56
C 2.49 -3.37 -8.56
H -6.98 -0.98 -7.39
```

Calculated values
E_LUMO: -1.33 eV
ΔE to the lowest compared entry with this formula, charge and spin: 4.9 kcal per mole
Total charge: 0
F_max: 1.23 eV Å⁻¹
Frontier orbital gap: 8.42 eV

Molecular formula: C24H54BrCl3FO7PSi2
Method: DFT, the ωB97M-V functional and the def2-TZVPD basis

```
93
C24H54BrCl3FO7PSi2 | the Open Molecules 2025 dataset | the ωB97M-V functional and the def2-TZVPD basis
H 6.65 3.08 5.71
H 1.92 -1.93 -2.43
C -2.24 3.48 -6.37
H -2.21 5.27 -7.62
O -1.77 -5.60 -5.25
H 7.28 1.75 4.72
C -7.03 3.30 5.82
C -1.26 5.65 -4.57
C -0.43 4.88 -5.58
H 4.41 0.53 7.38
H -0.32 5.44 -6.52
H -1.89 -0.41 -6.06
H 0.82 -4.43 -0.56
Si -2.34 -4.22 -0.25
H -6.26 4.04 5.54
H 6.08 -1.89 2.44
H 0.18 -1.84 0.40
C 5.16 -0.62 5.69
O -4.97 -4.08 2.31
F 1.97 -4.73 -2.34
C -2.40 4.20 -7.70
H -8.50 4.06 4.45
H -1.67 0.50 -4.39
H -6.51 2.38 6.08
C 6.55 2.02 5.49
C -4.27 -3.84 -0.22
H -8.80 2.40 4.95
H -5.81 1.53 4.18
H 7.17 0.42 -0.77
C -7.54 0.26 3.89
H 4.97 -1.61 5.26
H -6.26 1.27 2.51
H 5.20 0.37 0.86
C 5.13 -0.04 -0.16
H 6.38 -3.09 0.28
Si -0.72 -4.04 -2.68
C -1.32 -2.38 -3.45
H 6.97 -0.50 1.82
Cl 1.10 -2.17 -5.13
P -0.23 -5.37 -4.42
H -0.82 6.64 -4.38
H -0.35 -0.94 -1.27
H 5.99 1.69 -1.10
H 6.81 1.46 6.39
H 3.20 -0.48 6.59
H 7.27 -1.74 -0.40
H -7.56 3.67 6.70
C -8.01 3.10 4.67
C 5.14 1.71 5.02
C -4.75 -3.27 1.25
C -1.13 -0.18 -5.17
H -2.28 5.81 -4.92
H 7.80 -2.05 2.02
H -4.50 -2.98 -1.00
H -1.69 -2.94 0.00
C 0.53 -1.38 -0.64
C 4.25 -0.43 6.90
Br -5.01 -1.26 1.47
C 1.50 -2.44 -1.43
H 0.59 4.77 -5.18
O 4.95 0.34 4.66
O -0.92 3.57 -5.84
H 4.43 -1.21 7.64
H -0.20 0.43 -5.56
C 6.86 -1.59 1.73
H -1.70 3.80 -8.44
O -7.38 2.68 3.46
C 6.48 -2.00 0.32
Cl -2.98 -1.60 -2.99
H -2.45 2.42 -6.52
H -4.91 -4.77 -0.59
H -8.38 0.15 3.19
H 4.93 2.29 4.12
Cl 0.39 -7.26 -3.65
O -2.03 -4.93 -1.83
C -6.67 1.44 3.51
O 5.23 -1.47 -0.12
C -0.54 -1.60 -4.49
H 4.12 0.19 -0.51
C 6.14 0.61 -1.08
H 6.22 -0.62 5.99
H -3.42 4.07 -8.08
H -6.95 -0.67 3.88
H -1.32 5.10 -3.62
H -2.10 -6.54 -5.07
H 1.22 -0.45 -0.34
H -2.96 3.84 -5.64
H -7.97 0.37 4.89
H 4.40 2.01 5.76
H 6.03 0.22 -2.10
H -2.05 -5.09 0.88
H 2.47 -2.57 -0.74
C 0.89 -3.94 -1.64
```

Calculated values
E_LUMO: -0.44 eV
Total charge: 0
F_max: 9.41 eV Å⁻¹
Frontier orbital gap: 8.00 eV

Molecular formula: C24H54ClN6O12PS2
Method: DFT, the ωB97M-V functional and the def2-TZVPD basis

```
100
C24H54ClN6O12PS2 | the Open Molecules 2025 dataset | the ωB97M-V functional and the def2-TZVPD basis
N 2.22 -1.64 3.12
H 2.65 -4.57 -6.85
H 0.93 -0.38 0.22
H -0.50 -6.06 -4.64
H -4.21 6.01 0.51
S 1.75 0.43 -1.94
C -2.25 0.76 5.76
C -0.53 2.11 4.65
C -1.15 2.70 6.90
S -0.38 -0.98 -3.86
C 0.82 -3.96 -5.16
C 2.17 -2.29 4.41
H 2.97 5.87 -3.23
H -5.54 6.96 -0.19
C 1.93 -0.35 2.96
N -5.54 4.93 -0.70
P -2.73 -0.59 -1.91
C 1.57 -5.80 0.83
H 1.64 0.16 3.89
H -0.19 -3.64 -5.41
H 3.50 -1.98 1.50
H 3.81 -8.01 0.67
H -2.23 0.22 4.81
C 0.23 2.49 0.47
O 0.28 3.01 4.58
H 4.72 5.93 -2.90
H 3.85 4.37 -2.89
H 1.86 -1.57 5.17
N 1.08 -5.27 -5.74
O 0.74 -0.77 -4.70
H 2.24 -8.47 2.65
H 1.82 -5.52 -0.21
C 0.12 -0.34 -1.50
H -1.60 0.42 1.00
C -5.27 3.67 -0.33
H 2.28 5.22 0.37
H -7.06 5.76 -1.88
H -1.83 2.36 7.68
H 2.21 -0.53 -2.73
C -1.15 1.93 -1.55
H -5.51 2.93 -1.12
C -5.27 6.00 0.25
N 3.52 5.59 -1.22
O -4.80 3.34 0.74
N 2.05 -7.00 1.18
O -0.89 0.47 -3.39
C 4.46 6.33 -0.40
O 0.92 -5.07 1.56
H 3.15 -2.69 4.67
H 2.92 -7.32 -0.70
H 5.44 5.85 -0.43
H -0.25 -6.81 -6.23
O 2.33 -6.56 -7.13
H -6.24 4.35 -2.58
C 2.40 5.05 -0.72
C -6.09 5.26 -1.99
C 2.61 -2.42 1.95
C 2.82 -7.82 0.26
C 3.79 5.43 -2.64
H -3.04 1.36 0.49
C 1.79 -7.49 2.52
H 0.66 1.55 0.79
H 1.81 -2.41 1.22
H 1.45 -3.11 4.38
H -2.00 0.06 6.56
H 0.84 2.96 -0.31
H 2.21 -6.80 3.26
H -5.42 5.92 -2.54
C -2.02 1.41 0.85
Cl -4.17 0.92 -1.98
H -1.95 2.44 -2.08
O -2.83 -1.31 -0.45
O -0.01 -1.52 -2.41
C 0.25 -6.40 -5.35
O -1.37 -1.74 -4.53
C 2.07 -5.48 -6.62
H -0.72 1.41 3.82
C -1.19 2.30 -0.05
H -3.75 -1.24 -0.15
H 1.53 -3.23 -5.55
H -5.84 5.84 1.17
H 0.92 -4.02 -4.08
H 0.86 -7.18 -4.90
H 2.31 -8.78 0.10
C -1.11 0.45 -1.93
H 4.55 7.35 -0.77
O 1.96 0.25 1.89
H -2.09 1.88 1.83
O 1.58 4.42 -1.37
H -0.13 2.66 7.27
H 4.11 6.36 0.63
H -3.25 1.14 5.93
H 0.26 3.17 1.32
N -1.30 1.85 5.73
H -1.38 3.73 6.64
H -1.65 3.28 0.01
H 0.72 -7.56 2.69
O 0.15 -0.77 -0.22
H 2.82 -3.44 2.25
H -0.22 2.34 -1.94
```

Calculated values
E_LUMO: 0.43 eV
Total charge: 0
F_max: 1.86 eV Å⁻¹
Frontier orbital gap: 9.02 eV

Molecular formula: C24H54F9N8O7P3S
Method: DFT, the ωB97M-V functional and the def2-TZVPD basis

```
106
C24H54F9N8O7P3S | the Open Molecules 2025 dataset | the ωB97M-V functional and the def2-TZVPD basis
C 6.08 -2.42 6.38
C 3.73 -1.52 8.76
H -1.37 3.53 -0.41
H -7.16 3.60 -1.66
P 4.97 0.04 6.72
C -1.81 7.14 -1.57
H 4.34 -3.20 4.80
N -0.82 -3.17 -4.77
H 1.19 -5.32 -6.26
H 0.87 -4.22 -3.99
H 0.92 -1.39 -6.65
H -2.09 -4.29 -3.48
H 6.98 -1.83 6.58
C 2.13 -0.06 6.31
H 2.89 -0.88 9.07
H 0.21 -1.83 -8.22
H 1.48 0.81 6.50
C -1.68 5.60 -1.10
C -0.08 -0.72 2.32
H 2.28 -3.98 -6.09
N 3.47 0.36 5.98
C 0.12 -0.86 -0.38
H -3.28 1.64 -3.07
H 4.70 0.77 9.75
H -0.30 -5.85 -4.67
C 0.46 -3.21 -4.08
C -0.98 -6.16 -5.47
O -5.11 5.18 0.56
H -0.25 8.86 -1.61
C -3.25 4.53 2.02
H 1.68 -0.63 5.48
H 2.04 -0.70 7.18
H 3.38 -2.27 8.04
H -2.86 -2.91 -4.30
H 6.35 -3.15 5.60
H -0.68 5.23 -1.56
H 3.92 0.58 3.94
H -2.19 7.18 -2.64
C 3.94 -2.30 5.29
C -1.94 -3.26 -3.82
H -2.72 4.19 -4.26
H 0.13 7.36 -0.50
H -0.42 -6.65 -6.27
C -2.85 -5.67 -6.80
F -1.83 -1.81 0.93
H -2.91 5.62 1.95
C -5.27 2.65 -0.75
F 0.98 -1.40 2.97
H 6.35 0.45 9.17
H -1.60 -6.93 -5.01
N -4.04 3.08 -0.03
H -1.63 2.60 -3.27
H -3.36 -6.48 -6.27
N -1.80 -5.07 -5.96
O -1.70 -3.71 -7.90
H 5.58 -0.68 10.26
C -4.23 4.31 0.75
H -5.97 2.91 -2.87
N 4.98 -1.55 5.96
C -6.04 3.48 -1.86
O -3.07 0.06 -1.00
C 1.47 -4.38 -6.72
H 1.20 -2.56 -4.56
N -3.41 3.66 -3.72
H -4.07 3.16 -4.33
H 1.91 -4.64 -7.69
C -0.44 -1.48 0.96
H -3.92 4.38 2.94
H 0.38 -2.81 -3.07
F 1.55 -0.86 -0.36
H -5.61 4.53 -1.95
H 3.15 -2.64 5.97
C -0.29 7.72 -1.51
F 0.19 -2.77 1.08
N 4.85 -0.75 8.26
H 4.02 -2.11 9.64
O -2.82 4.79 -1.48
H -2.47 7.76 -0.89
F 0.33 0.61 2.17
H 1.88 -2.26 -7.86
H -3.62 -4.94 -7.05
H -1.61 5.63 0.05
F -0.35 0.55 -2.29
H 4.12 2.05 4.91
H 5.83 -2.98 7.29
C 0.88 -2.17 -7.43
H -2.43 -6.09 -7.72
N 0.40 -3.43 -6.86
H 3.49 -1.74 4.46
C -2.72 2.61 -2.87
O -2.39 1.07 1.10
C 5.39 -0.01 9.41
P -1.25 -3.49 -6.45
F 0.50 1.65 -0.51
O -5.71 1.51 -0.48
O 5.05 1.43 7.37
S -2.11 1.08 -0.39
F -0.22 -1.78 -1.43
H 0.32 7.19 -2.31
P -2.61 3.13 -1.05
H -2.38 3.79 1.97
H 2.51 1.50 4.46
C -0.38 0.57 -0.85
F -1.16 -0.69 3.24
C 3.50 1.16 4.77
H -1.79 -2.63 -2.95
```

Calculated values
E_LUMO: -0.76 eV
Total charge: 0
F_max: 8.05 eV Å⁻¹
Frontier orbital gap: 7.01 eV